35
Properties=species:S:1:pos:R:3:forces:R:3:nbo_charge:R:1 method="wB97M-V/def2-TZVPD" total_charge=+1 orbital_gap_ev=6.42 multiplicity=1 e_tot_ha=-1771.83892 max_force_ev_per_a=0.16
Pt 0.636 -1.053 1.158 -0.1 0.0 0.1 0.866
S -0.872 -1.043 2.843 0.0 0.0 0.0 0.136
C -1.469 -2.589 2.302 0.0 0.0 0.0 -0.264
S -0.395 -3.040 1.005 0.0 0.0 0.0 0.260
C -2.513 -3.298 2.763 0.0 0.1 0.0 -0.300
C -3.305 -2.795 3.843 -0.1 -0.1 0.0 0.244
N -3.948 -2.383 4.700 0.1 0.1 0.0 -0.211
C -2.819 -4.557 2.155 0.0 -0.1 0.1 0.245
N -2.992 -5.574 1.648 0.0 0.0 -0.1 -0.221
C 3.883 -1.109 -1.869 0.0 0.0 0.0 -0.703
C 2.477 -0.988 -1.380 0.1 0.0 0.1 0.731
N 1.511 -0.742 -2.242 0.0 0.0 0.0 -0.744
O 2.275 -1.132 -0.144 0.0 0.0 0.0 -0.722
H 3.959 -1.009 -2.948 0.0 0.0 0.0 0.235
H 4.278 -2.076 -1.558 0.0 0.0 0.0 0.268
H 4.483 -0.338 -1.386 0.0 0.0 0.0 0.267
H 1.718 -0.642 -3.222 0.0 0.0 0.0 0.426
H 0.557 -0.612 -1.931 0.0 0.0 0.0 0.429
C 0.758 4.091 0.160 0.0 0.0 0.0 -0.191
C 1.389 3.135 0.987 0.0 0.0 0.0 -0.156
C 0.972 1.837 0.965 0.0 0.0 0.0 -0.248
C -0.087 1.435 0.115 0.0 0.0 0.0 -0.067
C -0.546 0.102 0.042 0.0 0.0 0.0 -0.018
C -1.594 -0.301 -0.724 0.0 0.0 0.0 -0.301
C -2.231 0.677 -1.533 0.0 0.0 0.0 -0.202
C -1.805 1.973 -1.532 0.0 0.0 0.0 -0.155
C -0.727 2.390 -0.709 0.0 0.0 0.0 -0.064
C -0.271 3.730 -0.662 0.0 0.0 0.0 -0.161
H 1.091 5.119 0.190 0.0 0.0 0.0 0.238
H 2.191 3.440 1.646 0.0 0.0 0.0 0.236
H 1.459 1.129 1.647 0.0 0.0 0.0 0.185
H -1.942 -1.324 -0.736 0.0 0.0 0.0 0.253
H -3.065 0.374 -2.151 0.0 0.0 0.0 0.243
H -2.297 2.707 -2.157 0.0 0.0 0.0 0.235
H -0.760 4.468 -1.285 0.0 0.0 0.0 0.233